{
  "formula": "C5H11N",
  "method": "ωB97M-V with the def2-TZVPD basis set",
  "de_lowest_ev": 1.505,
  "gap_ev": [10.284, 9.597],
  "homo_ev": [-13.80, -16.20],
  "spin_multiplicity": 2,
  "charge": 1,
  "symbols": ["C", "N", "C", "C", "C", "C", "H", "H", "H", "H", "H", "H", "H", "H", "H", "H", "H"],
  "coordinates": [[-1.1518, -1.4613, -0.3443], [-0.1034, -0.2641, 2.0015], [0.1665, 0.2786, 0.7312], [-0.0701, -0.4342, -0.4611], [0.5093, -0.0677, -1.8241], [0.6557, 1.7515, 0.6513], [-2.1404, -1.1607, -0.7802], [-0.8906, -2.4220, -0.7989], [-1.3057, -1.7063, 0.8455], [-0.2252, -1.3263, 2.0553], [-0.3984, 0.4223, 2.6696], [-0.2668, 0.0957, -2.5929], [1.2089, 0.8161, -1.9125], [1.3311, -0.6600, -2.1272], [0.5877, 2.2376, 1.6370], [0.3212, 2.3889, -0.2461], [1.7719, 1.5119, 0.4958]],
  "atomic_forces_ev_per_a": [[-0.4, -1.3, 2.5], [0.8, -0.3, -4.2], [-0.5, 1.0, 2.1], [-0.3, 0.0, -0.7], [0.1, 2.2, 0.6], [1.4, -1.3, -0.5], [0.9, 0.0, 0.4], [0.1, 0.2, -0.2], [-0.3, 0.5, -3.5], [0.1, 2.6, 0.5], [0.1, -0.3, 0.9], [0.4, -0.7, 0.3], [-1.4, 0.1, 1.0], [0.1, -2.2, -0.5], [-0.2, 0.0, -0.6], [0.2, -1.3, 1.6], [-1.2, 0.8, 0.1]],
  "mulliken_charge": [-0.894, -0.411, 0.964, 0.247, -1.282, -1.131, 0.334, 0.345, 0.136, 0.310, 0.255, 0.346, 0.330, 0.386, 0.380, 0.323, 0.364]
}